No. 1
ORCA calculation (ωB97M-V with the def2-TZVPD basis set) on a 15-piece molecular cluster, C30H33BCl57N4O11P2 overall at a distorted geometry.

```
138
Properties=species:S:1:pos:R:3:forces:R:3:mulliken_charge:R:1
C -1.186 4.654 -0.472 -1.07 0.00 -0.11 -1.27
C -2.639 4.152 -0.291 0.68 0.38 -0.52 0.84
C -2.971 2.981 -1.235 -0.36 1.22 -0.01 -0.78
N -2.315 1.684 -0.924 -0.24 1.38 -1.52 0.57
C -2.400 1.137 0.205 -0.08 -1.84 3.28 -2.10
N -1.856 -0.048 0.616 -0.57 0.18 -0.88 0.60
O -1.547 -1.083 -0.272 0.59 0.79 -0.42 0.24
C -0.377 -0.900 -0.891 0.01 0.01 1.43 0.46
N 0.660 -0.911 -1.381 0.15 0.57 -0.08 -0.24
C -1.976 -0.328 2.046 3.30 -1.67 -0.11 -0.22
C -0.565 -0.887 2.401 0.30 -0.85 -0.25 -2.35
O -0.279 -0.813 3.767 -0.45 0.32 0.12 -0.06
C 0.962 -1.354 4.027 0.66 -0.85 0.82 -0.59
O 1.991 -0.542 3.514 -0.33 -0.15 -0.14 -0.36
C 3.020 -1.330 2.942 0.83 -0.11 -1.43 -1.03
C 2.795 -1.681 1.463 -0.06 0.07 0.15 0.07
O 3.062 -0.584 0.587 -0.01 -0.52 0.40 -0.45
P -3.160 -1.734 2.509 -5.57 1.91 0.51 0.06
O -3.454 -2.746 1.231 1.75 -0.11 0.86 -0.43
O -2.607 -2.507 3.816 1.59 -0.25 -1.24 -0.11
C -2.315 1.120 2.497 1.36 -0.63 0.96 2.20
C -2.881 1.172 3.931 -0.13 0.03 0.39 -1.58
C -3.391 2.486 4.547 -0.36 0.63 -0.06 0.51
C -4.069 3.509 3.642 -0.76 -0.18 -0.16 -0.30
Cl -2.156 3.372 5.548 0.00 -0.43 -0.16 -0.18
P -0.742 2.150 2.554 2.31 1.64 0.91 0.21
O -1.015 3.570 2.519 -1.42 0.95 -0.33 -0.43
O 0.251 1.805 1.308 -0.80 -1.01 0.42 -0.69
O 0.138 1.885 3.881 -0.34 -0.71 -1.30 -0.42
N -3.072 1.628 1.359 -0.68 0.02 -1.62 0.64
B -4.468 1.202 1.180 -2.32 0.55 0.35 -0.54
O -5.320 0.974 2.242 0.98 -0.28 0.07 -0.12
O -5.018 1.055 -0.080 1.50 -0.20 0.00 -0.45
C -5.367 -0.311 -0.386 -0.80 -0.15 -1.09 0.15
C -4.758 -0.763 -1.725 0.14 0.01 0.23 -1.11
H -1.140 5.664 -0.059 0.37 -0.23 0.20 0.39
H -1.045 4.759 -1.549 0.40 -0.04 -0.01 0.46
H -0.449 3.990 -0.026 0.07 0.17 -0.02 0.08
H -3.266 4.987 -0.627 -0.18 -0.30 -0.02 0.63
H -2.895 3.988 0.753 0.11 -0.19 -0.10 -0.89
H -4.058 2.895 -1.308 0.17 -0.69 0.18 0.20
H -2.641 3.270 -2.233 0.20 -0.24 0.02 0.71
H -1.780 1.245 -1.659 0.01 -0.14 -0.05 0.41
H -0.580 -1.965 2.128 0.00 0.19 -0.08 1.34
H 0.252 -0.467 1.796 -0.35 0.31 0.12 0.59
H 1.051 -2.375 3.616 -0.19 0.20 -0.20 0.54
H 1.095 -1.461 5.110 -0.31 0.34 -0.02 0.40
H 3.951 -0.763 2.986 -0.12 0.03 0.20 0.43
H 3.174 -2.282 3.464 -0.13 0.26 0.28 0.50
H 3.479 -2.494 1.187 -0.14 -0.08 0.32 0.44
H 1.767 -2.048 1.298 0.15 -0.01 0.08 0.06
H 3.462 -1.036 -0.167 -0.08 0.67 -0.25 0.13
H -3.133 -3.639 1.434 0.16 -0.11 -0.46 0.29
H -3.319 -2.901 4.338 -0.14 0.18 0.02 0.32
H -2.092 0.782 4.588 0.01 0.06 -0.23 0.98
H -3.696 0.456 4.027 -0.05 0.06 -0.27 0.14
H -4.141 2.199 5.286 0.28 -0.10 -0.05 0.14
H -3.563 3.730 2.705 0.30 -0.02 0.26 -0.01
H -5.082 3.165 3.390 0.20 -0.11 0.06 0.15
H -4.203 4.442 4.187 0.15 -0.30 -0.11 -0.24
H 1.166 2.032 1.524 0.10 0.05 -0.18 0.42
H 0.875 1.285 3.669 0.02 -0.28 0.51 0.19
H -5.335 0.014 2.393 -0.27 0.02 0.43 0.33
H -6.452 -0.344 -0.530 0.07 -0.03 0.41 0.56
H -5.105 -0.993 0.429 0.08 0.12 -0.09 -0.02
H -5.395 -0.490 -2.568 0.02 0.08 0.12 0.40
H -3.777 -0.317 -1.907 -0.05 -0.09 0.13 0.13
H -4.635 -1.850 -1.742 -0.04 0.10 0.05 0.32
C 4.594 0.691 6.488 0.05 0.12 0.08 0.24
Cl 3.262 1.713 5.927 0.00 -0.04 0.01 -0.05
Cl 6.121 1.320 5.867 -0.12 -0.04 -0.02 -0.01
Cl 4.627 0.684 8.253 -0.02 -0.02 -0.09 -0.09
Cl 4.357 -0.963 5.896 0.04 -0.01 0.14 -0.10
C 8.495 3.574 2.968 0.00 0.06 -0.03 0.36
Cl 6.923 4.343 3.226 0.03 -0.04 0.00 -0.09
Cl 8.441 2.602 1.491 -0.01 0.02 0.05 -0.09
Cl 9.741 4.815 2.813 -0.05 -0.06 0.01 -0.09
Cl 8.871 2.530 4.345 0.06 0.02 -0.03 -0.10
C 4.844 -3.588 -2.369 -0.17 -0.17 0.10 0.21
Cl 5.383 -4.237 -0.813 0.08 0.01 0.03 -0.11
Cl 4.465 -4.942 -3.448 -0.07 0.40 0.16 0.02
Cl 3.359 -2.630 -2.069 0.28 -0.06 -0.30 -0.03
Cl 6.120 -2.587 -3.065 -0.33 -0.07 0.05 -0.10
C 4.248 3.945 -5.171 -0.04 0.23 0.14 0.24
Cl 2.690 3.421 -4.519 -0.16 0.10 0.16 -0.08
Cl 5.392 4.204 -3.852 -0.04 0.06 0.05 -0.09
Cl 4.839 2.688 -6.219 0.20 -0.32 -0.30 0.03
Cl 4.040 5.441 -6.087 -0.02 0.00 0.07 -0.10
C 4.368 -1.022 -8.584 -0.28 0.23 0.00 0.29
Cl 3.640 -1.058 -10.190 -0.10 0.18 0.18 -0.09
Cl 3.089 -1.066 -7.358 0.03 0.03 0.01 -0.11
Cl 5.432 -2.394 -8.364 0.19 -0.42 0.04 -0.10
Cl 5.328 0.444 -8.406 -0.12 -0.12 -0.14 0.03
C 8.663 2.081 -10.668 0.02 -0.03 -0.06 0.31
Cl 7.629 2.362 -9.259 0.23 0.26 -0.03 -0.05
Cl 8.379 3.347 -11.866 0.00 -0.05 0.05 -0.09
Cl 10.357 2.108 -10.169 -0.07 0.00 -0.01 -0.09
Cl 8.277 0.505 -11.370 -0.02 0.03 0.03 -0.08
C -2.731 -3.777 7.809 0.08 -0.03 0.22 0.28
Cl -3.123 -3.047 9.365 -0.01 -0.03 -0.12 -0.08
Cl -1.766 -5.233 8.062 -0.06 0.06 -0.05 -0.09
Cl -4.230 -4.201 6.958 -0.01 0.03 -0.07 -0.12
Cl -1.817 -2.625 6.825 0.01 0.04 0.02 -0.03
C 5.351 -7.330 -6.502 0.18 -0.14 -0.06 0.21
Cl 3.820 -7.933 -5.852 0.06 0.15 -0.17 0.00
Cl 6.429 -6.985 -5.144 0.19 -0.14 -0.12 -0.10
Cl 6.073 -8.542 -7.564 -0.01 -0.10 0.13 -0.11
Cl 5.113 -5.861 -7.445 -0.23 0.15 0.08 -0.03
C -7.079 0.457 6.158 -0.11 0.10 0.06 0.26
Cl -7.949 0.491 4.621 0.07 0.00 0.01 -0.10
Cl -8.167 -0.079 7.440 0.08 0.02 -0.06 -0.09
Cl -5.712 -0.669 6.042 0.08 0.01 -0.02 -0.04
Cl -6.487 2.082 6.534 0.19 -0.40 -0.01 -0.06
C 5.245 -3.678 -13.323 0.04 -0.05 -0.01 0.29
Cl 4.257 -2.393 -14.031 0.02 -0.02 0.03 -0.11
Cl 6.890 -3.577 -13.963 -0.06 0.01 0.02 -0.10
Cl 5.283 -3.486 -11.566 0.14 -0.20 -0.19 0.02
Cl 4.549 -5.251 -13.730 0.02 0.05 0.01 -0.10
C 0.294 -9.529 -4.389 0.00 -0.09 -0.06 0.34
Cl 1.700 -10.574 -4.617 -0.06 0.05 0.02 -0.10
Cl 0.800 -7.833 -4.463 -0.11 -0.16 -0.02 -0.04
Cl -0.889 -9.844 -5.661 0.05 0.03 0.05 -0.09
Cl -0.433 -9.854 -2.811 0.02 0.03 -0.03 -0.11
C -1.281 -4.278 -3.175 -0.03 -0.23 -0.22 0.26
Cl 0.361 -4.913 -3.029 -0.07 0.30 0.13 -0.01
Cl -1.377 -2.684 -2.395 -0.51 -1.11 -0.95 -0.07
Cl -1.704 -4.122 -4.881 0.03 0.03 0.12 -0.10
Cl -2.411 -5.381 -2.385 0.00 0.01 0.03 -0.12
C -2.882 7.480 3.942 0.11 0.03 -0.12 0.21
Cl -4.318 6.764 4.706 0.21 0.41 -0.05 -0.11
Cl -1.768 8.021 5.200 -0.07 -0.03 -0.07 -0.10
Cl -2.089 6.267 2.930 -0.04 0.08 0.20 0.04
Cl -3.368 8.856 2.941 -0.03 -0.05 0.10 -0.11
C -8.806 5.886 6.271 -0.12 0.03 0.07 0.28
Cl -9.285 6.792 7.709 0.04 -0.02 -0.08 -0.09
Cl -7.181 6.399 5.769 -0.29 -0.13 0.11 -0.05
Cl -8.810 4.154 6.649 -0.13 0.41 -0.09 -0.04
Cl -9.944 6.207 4.957 0.06 -0.03 0.05 -0.10
```
Positions in Å, forces in eV/Å.

Its total charge is +1. The calculation puts the HOMO energy at -11.16 eV. For the lowest unoccupied orbital energy, the calculation gives -0.0990 Eh. As for the total energy: -793150.2496 eV.


No. 2
ORCA calculation (ωB97M-V with the def2-TZVPD basis set) on a 9-piece molecular cluster, H18O9 overall at a distorted geometry.

```
27
Properties=species:S:1:pos:R:3:forces:R:3:mulliken_charge:R:1
H 0.046 -0.730 -0.176 -0.94 0.26 0.18 0.32
H -1.476 -0.340 -0.093 -1.25 0.23 1.67 0.25
H -5.590 0.121 1.037 0.37 -2.44 0.06 0.33
H -4.637 -0.835 1.746 0.36 -0.17 0.43 0.31
H 0.306 2.574 0.559 0.33 -0.05 -0.29 0.29
H 1.546 1.790 0.157 -0.48 0.19 -0.31 0.40
H 1.881 1.276 2.650 -0.66 0.70 -0.74 0.29
H 2.426 2.549 1.990 -2.04 -0.93 -0.27 0.34
H -3.092 -3.668 -1.036 -1.12 -0.61 -0.13 0.29
H -3.079 -2.365 -0.069 1.06 -2.10 -2.02 0.32
H 2.280 -3.568 0.341 -0.55 -0.69 -0.18 0.32
H 2.845 -3.067 -1.088 0.00 -0.32 2.36 0.27
H -1.710 3.776 -1.439 0.25 0.30 -0.12 0.31
H -2.089 5.090 -2.044 -2.95 1.75 -2.16 0.28
H 1.676 -0.781 -1.042 0.28 0.51 0.21 0.20
H 2.058 -1.902 -1.985 -0.81 2.79 -0.44 0.27
H 3.040 -1.115 0.769 0.56 0.60 0.09 0.31
H 3.440 0.399 1.128 1.83 1.18 1.83 0.26
O -0.760 -0.485 -0.658 1.94 -0.35 -1.68 -0.55
O -5.365 -0.872 1.130 -0.67 2.59 -0.46 -0.65
O 0.979 2.518 -0.129 -0.47 0.44 -1.54 -0.64
O 1.607 1.945 1.967 3.21 -0.10 3.31 -0.67
O -2.544 -2.984 -0.696 -0.08 2.57 2.14 -0.60
O 2.869 -2.961 -0.087 0.76 0.64 -1.72 -0.63
O -1.437 4.696 -1.568 2.74 -2.03 2.27 -0.59
O 1.843 -0.903 -1.976 0.62 -2.89 -0.49 -0.49
O 2.937 -0.159 0.612 -2.28 -2.07 -2.01 -0.56
```
Positions in Å, forces in eV/Å.

The calculation puts the HOMO energy at -9.95 eV. For the lowest unoccupied orbital energy, the calculation gives 0.0000 Eh. As for the total energy: -18717.3393 eV. The energy relative to the best compared isomer or geometry (same formula, charge and spin) comes out at 110.6 kcal per mole. Its SMILES is O.O.O.O.O.O.O.O.O.


No. 3
ORCA calculation (ωB97M-V with the def2-TZVPD basis set) on C25H19N4O9S3Sn as an isolated structure.

```
61
Properties=species:S:1:pos:R:3:forces:R:3:mulliken_charge:R:1
Sn -0.487 0.485 1.326 0.25 -0.04 0.48 0.86
O -3.061 -2.908 2.023 -0.10 -0.01 -0.03 -0.64
C -3.758 -3.427 0.995 0.04 0.08 0.14 0.23
C -4.820 -4.279 1.299 -0.02 -0.03 -0.03 -0.69
C -5.588 -4.822 0.288 0.01 0.02 0.00 -0.25
C -5.308 -4.535 -1.045 0.02 -0.01 0.02 -0.80
C -4.240 -3.708 -1.344 0.05 -0.07 -0.05 -0.28
C -3.448 -3.151 -0.344 -0.02 0.11 -0.03 0.35
C -2.313 -2.231 -0.672 0.07 -0.32 0.35 0.65
O -1.933 -1.408 0.189 -0.14 0.01 -0.30 -0.60
N -1.798 -2.470 -1.881 -0.38 0.22 -0.34 -1.53
N -0.889 -1.609 -2.354 0.19 -0.03 0.23 1.34
C 0.089 -1.887 -3.162 0.15 0.07 0.06 -0.86
C 0.700 -0.672 -3.568 -0.03 -0.06 -0.13 1.07
C 1.782 -0.330 -4.380 0.02 0.04 -0.02 -1.07
C 2.081 1.006 -4.502 -0.03 -0.01 0.03 -0.48
C 1.327 1.985 -3.828 0.02 -0.01 -0.02 -0.61
C 0.260 1.666 -3.017 0.02 0.03 -0.11 -0.71
C -0.021 0.313 -2.915 -0.11 0.06 0.09 1.07
O -1.013 -0.244 -2.155 0.00 -0.08 -0.18 -0.24
H -2.484 -2.210 1.644 0.05 0.01 -0.01 0.46
H -5.026 -4.485 2.341 -0.01 0.01 0.01 0.42
H -6.423 -5.463 0.541 0.01 -0.02 0.00 0.37
H -5.912 -4.955 -1.838 -0.01 0.01 0.00 0.37
H -3.991 -3.479 -2.372 -0.01 0.01 0.00 0.42
H 0.305 -2.916 -3.385 0.03 -0.01 0.01 0.48
H 2.371 -1.090 -4.873 0.00 -0.01 0.01 0.42
H 2.918 1.315 -5.113 0.01 0.00 0.01 0.38
H 1.605 3.025 -3.935 0.01 0.00 0.00 0.39
H -0.311 2.400 -2.468 0.07 -0.02 -0.05 0.30
O 3.050 1.324 3.817 -0.04 0.10 0.05 -0.75
S 2.311 0.537 2.862 0.16 -0.23 -0.13 1.61
O 1.698 1.355 1.794 -0.30 0.04 -0.12 -0.66
O 1.344 -0.397 3.418 0.05 0.05 0.02 -0.74
C 3.550 -0.514 2.072 0.00 -0.05 0.17 -0.33
C 4.594 -0.864 2.922 0.03 -0.01 0.00 -0.68
C 5.560 -1.780 2.540 0.02 0.04 0.06 -0.58
C 5.489 -2.370 1.291 -0.02 0.00 -0.06 -0.58
C 4.461 -2.022 0.431 0.07 0.04 -0.04 -0.45
C 3.495 -1.093 0.802 -0.07 -0.01 0.01 -0.21
S 2.266 -0.736 -0.454 0.06 0.24 0.06 2.17
O 2.487 0.609 -0.923 0.06 -0.06 -0.05 -0.70
O 2.430 -1.775 -1.451 -0.01 -0.11 0.03 -0.73
O 0.958 -0.888 0.247 -0.22 0.04 -0.21 -0.58
H 4.629 -0.403 3.900 0.01 0.01 0.00 0.48
H 6.363 -2.032 3.221 -0.02 -0.01 0.01 0.36
H 6.227 -3.100 0.985 0.00 0.01 -0.02 0.37
H 4.383 -2.464 -0.552 0.01 -0.02 0.01 0.49
C -1.902 6.990 1.268 -0.01 0.00 -0.02 -1.21
C -1.435 5.581 1.504 0.00 0.06 0.02 1.02
C -0.670 5.259 2.623 0.01 -0.05 -0.08 -0.97
C -0.292 3.938 2.749 0.07 -0.01 0.15 -0.28
N -0.640 3.021 1.859 -0.17 0.05 -0.12 0.01
C -1.365 3.414 0.799 0.11 0.04 -0.17 0.53
S -1.724 2.184 -0.377 0.11 -0.01 0.25 -0.66
N -1.777 4.675 0.596 -0.08 -0.02 0.05 -0.56
H -2.482 7.352 2.118 0.00 0.00 0.01 0.31
H -2.515 7.026 0.372 0.00 0.00 0.00 0.33
H -1.048 7.659 1.144 0.01 0.00 0.00 0.30
H -0.373 6.005 3.346 -0.02 0.00 0.01 0.35
H 0.312 3.595 3.583 0.03 -0.04 -0.03 0.48
```
Positions in Å, forces in eV/Å.

Its total charge is -1. The calculation puts the HOMO energy at -5.35 eV. For the lowest unoccupied orbital energy, the calculation gives 0.0766 Eh. As for the total energy: -88960.9004 eV.


No. 4
ORCA calculation (ωB97M-V with the def2-TZVPD basis set) on the molecule C4H9NO.

```
15
Properties=species:S:1:pos:R:3:forces:R:3:mulliken_charge:R:1
C -0.734 -0.160 -1.532 0.39 -0.14 0.41 -0.15
C -1.325 0.023 -0.263 0.09 -0.05 -0.03 -0.79
C 0.898 1.069 0.854 -0.07 -0.05 -0.06 -1.33
C 0.220 -0.276 0.711 0.03 -0.13 -0.10 0.98
O 0.812 -0.961 -0.708 -0.37 0.28 0.01 -0.53
N 0.189 -1.069 1.708 0.04 0.11 -0.23 -0.82
H 1.759 -0.779 -0.848 -0.11 0.01 0.02 0.29
H -0.162 -1.992 1.471 -0.03 0.06 -0.01 0.23
H -0.943 -1.025 -2.144 0.01 0.01 0.02 0.23
H -0.284 0.675 -2.052 -0.01 -0.01 0.02 0.24
H -2.031 -0.732 0.062 0.04 0.00 -0.01 0.29
H -1.609 1.030 0.021 0.06 0.00 0.00 0.31
H 1.942 0.915 1.137 -0.05 -0.03 -0.01 0.39
H 0.860 1.651 -0.066 -0.02 -0.02 0.00 0.32
H 0.408 1.630 1.650 0.01 -0.04 -0.03 0.34
```
Positions in Å, forces in eV/Å.

The calculation puts the HOMO energy at -8.09 eV. For the lowest unoccupied orbital energy, the calculation gives 0.0146 Eh. As for the total energy: -7827.5873 eV. The energy relative to the best compared isomer or geometry (same formula, charge and spin) comes out at 109.1 kcal per mole.


Frontier orbital gap (computed, eV): 8.465, 9.946, 7.435, 8.485